No. 1
C12H22AlFLiN3NaO12PS | the ωB97M-V functional and the def2-TZVPD basis

The geometry in XYZ format:
```
55
Properties=species:S:1:pos:R:3:forces:R:3:nbo_charge:R:1
O -1.0903 -4.2422 2.8341 0.7942 -1.0215 0.7353 -0.534
C -1.6810 -4.3907 1.8353 -0.8983 2.0349 0.2086 0.704
N -2.3417 -4.4708 0.8307 0.5363 -0.1466 -0.1288 -0.727
P -2.5495 -2.7552 0.2529 -2.3987 -0.1764 -1.6811 0.839
C -1.1260 -2.5505 -0.8313 0.1288 0.1650 1.3045 -0.437
C -0.2629 -1.5075 -0.6122 -0.0733 -0.0947 0.0421 -0.157
C 0.8128 -1.4332 -1.4456 1.3403 2.0136 0.7472 -0.257
C 1.0819 -2.3347 -2.4222 -0.4998 -0.6711 -0.5679 0.047
N 0.2327 -3.3343 -2.6637 0.2015 -0.1359 -0.0977 -0.402
C -0.8284 -3.3994 -1.8777 -0.7479 -1.0606 -0.2888 0.046
H -2.3129 -1.9552 1.3972 0.9413 -0.3715 0.0647 -0.026
H -0.4200 -0.7986 0.1767 0.0528 0.2664 0.2481 0.244
H 1.5018 -0.6213 -1.2798 0.2919 0.1486 -0.1778 0.214
H 1.9624 -2.2369 -3.0298 0.2312 0.0015 -0.2417 0.229
H -1.5134 -4.2140 -2.0611 -0.1274 -0.2312 -0.2269 0.204
C -5.9258 -5.2501 -0.5682 -0.3211 1.0576 -0.3408 -0.503
N -5.6427 -4.1272 -1.5082 -0.0517 -0.8558 0.2210 0.537
O -4.6343 -4.2367 -2.1893 0.3361 0.4628 -0.3477 -0.454
O -6.3834 -3.1660 -1.5254 0.0464 0.1092 -0.1234 -0.410
H -5.1557 -5.9924 -0.6962 0.0990 0.0470 -0.0003 0.212
H -5.9125 -4.8625 0.4857 0.0015 -0.5263 -0.6536 0.337
H -6.9042 -5.6464 -0.8237 -0.0990 0.1235 0.1121 0.211
O 0.8860 2.3798 -1.0449 0.1890 -0.4619 0.3705 -0.877
S 2.1290 2.9679 -1.3745 -1.2029 1.1020 -1.5723 2.400
O 3.3782 2.1946 -1.1831 0.6425 1.2466 1.4978 -1.063
O 2.3054 4.3671 -0.5987 0.6860 -0.6378 0.0796 -0.731
C 2.0702 4.4111 0.8522 -0.3386 0.1915 0.5244 -0.103
C 3.2170 3.8132 1.6170 -0.0027 -0.0893 -0.1129 -0.692
C 2.0865 3.5840 -3.0015 0.1872 -0.1603 -0.3658 -0.900
H 1.1410 3.9096 1.1145 0.0131 0.0533 -0.0507 0.260
H 1.9527 5.4611 1.1042 0.0708 0.0884 -0.2864 0.238
H 3.2714 2.7219 1.4409 -0.2407 0.0040 0.2911 0.203
H 3.0932 3.9692 2.6925 -0.0435 -0.0729 0.0583 0.346
H 4.1782 4.2663 1.3021 -0.4152 0.5613 0.6917 0.139
H 1.1937 4.1969 -3.1029 -0.0232 -0.0025 0.1566 0.271
H 2.0516 2.7022 -3.6583 0.2610 -0.1692 0.1606 0.354
H 2.9886 4.1615 -3.1923 0.0243 -0.0525 -0.0376 0.258
O 3.3827 0.5094 -3.4671 -0.2948 0.5587 0.0154 -1.191
H 3.2956 0.7094 -2.5352 0.1040 -0.4264 0.0698 0.369
Al 4.8225 3.2333 -0.2635 0.1181 -1.1601 -1.3940 0.857
F -5.5917 -5.9405 1.6409 0.5170 -0.4365 1.2134 -0.905
C -2.1238 1.8714 -0.2276 -1.3959 1.1509 -0.4508 -0.302
O -1.9588 0.9195 0.6705 1.2806 0.1290 0.3927 -0.271
H -1.1980 2.4041 -0.5186 0.3165 -0.3132 -0.0626 0.268
H -2.4821 1.5131 -1.2204 0.4258 -0.4840 0.0551 0.229
H -2.8119 2.6902 0.0511 0.1055 -0.1657 0.4348 0.166
O 0.6249 1.8934 1.7798 -0.6751 -0.6659 0.6702 -0.753
H 0.5872 2.2983 0.9226 -0.3071 -0.1704 -0.8131 0.402
Li 5.4602 1.5859 1.9690 -0.3309 -0.2877 0.7339 0.955
Na -0.9058 -6.5511 1.7972 -0.1713 -0.5477 -0.0802 0.994
C 2.5229 2.5025 4.7852 -0.7277 0.7201 -0.0321 0.918
O 1.4235 3.0789 4.5569 0.5779 -0.1485 -0.2279 -0.720
O 2.7740 1.4501 3.8548 0.2607 0.1461 -0.4129 -0.834
O 3.3788 2.7392 5.6219 0.5589 -0.2344 -0.1013 -0.717
H 1.9500 1.5124 3.3368 0.0467 -0.4034 -0.2222 0.515
```
Forces are in eV/Å.

## Properties
E_HOMO = -6.7271 eV
2S+1 = 1
HOMO-LUMO gap = 0.05935 Ha
E_LUMO = -5.11 eV

***

No. 2
CH5NO | the ωB97M-V functional and the def2-TZVPD basis

The geometry in XYZ format:
```
8
Properties=species:S:1:pos:R:3:forces:R:3:nbo_charge:R:1
C -0.6910 -0.4319 -0.0119 -3.5230 -0.2466 1.3520 -0.285
O 0.5066 -1.0949 0.0703 3.3254 1.5224 -1.3092 -0.434
N 1.7333 -0.0476 -0.0571 -2.2703 -3.5685 3.5852 -0.477
H -1.4523 -1.3428 -0.0607 1.1926 2.1422 -0.1901 0.209
H -0.9634 0.4027 -0.7453 1.0526 -1.5455 -0.0822 0.176
H -0.9357 0.1091 0.9507 0.2695 -0.5714 -0.4026 0.149
H 1.2887 0.5861 0.5871 0.4719 1.0186 -0.0318 0.333
H 1.6175 0.2240 -0.9663 -0.5187 1.2486 -2.9213 0.329
```
Forces are in eV/Å.

## Properties
E_HOMO = -10.2274 eV
2S+1 = 1
SMILES = CON
HOMO-LUMO gap = 0.41200 Ha
Energy above the lowest of the compared OMol25 structures with the same formula, charge and spin = 278.2 kJ/mol
E_LUMO = 0.98 eV

***

No. 3
C4H12NO | the ωB97M-V functional and the def2-TZVPD basis

The geometry in XYZ format:
```
18
Properties=species:S:1:pos:R:3:forces:R:3:mulliken_spin:R:1
C -0.4192 1.7947 1.0217 1.1071 -0.2488 -1.3874 0.002
C 0.1142 0.4383 0.5704 -0.0411 -0.4465 -1.1782 -0.004
C -0.1286 0.2427 -0.9530 -1.9820 -0.1676 0.3530 0.089
C 0.5369 -0.9203 -1.7481 2.4908 -1.0178 1.4463 0.063
O 0.9582 -1.9214 -0.7793 -0.5643 0.8602 -0.6077 0.737
N -0.6185 -0.6447 1.3530 -0.3335 -0.8626 -0.1842 0.003
H -0.1027 1.9839 2.0310 -0.5852 0.1060 0.6858 0.003
H -1.4686 1.8892 0.7398 -0.0969 0.1027 0.6427 0.000
H 0.1215 2.5423 0.4350 -0.0827 0.0679 0.0132 0.000
H 1.1742 0.2873 0.7367 0.1786 0.1591 0.5903 0.001
H -1.2103 0.1923 -1.0923 -0.0771 -0.0252 -0.1502 -0.004
H 0.1696 1.1326 -1.5003 0.3620 0.1864 -0.1100 0.028
H -0.0491 -1.5174 -2.4794 -0.7252 0.3238 0.0998 0.100
H 1.4691 -0.6482 -2.2271 -0.0655 0.4182 -0.5369 0.000
H 1.9366 -2.0455 -0.8114 0.0556 -0.4132 -0.1048 -0.019
H -0.6655 -1.5801 0.9242 0.3764 0.2579 -0.0765 0.000
H -0.2145 -0.7989 2.2726 0.2038 0.1913 0.4220 0.000
H -1.6031 -0.4266 1.5067 -0.2210 0.5082 0.0829 0.000
```
Forces are in eV/Å.

## Properties
E_HOMO (spin up / spin down) = -21.4628 / -21.4695 eV
2S+1 = 2
HOMO-LUMO gap (spin up / spin down) = 0.49704 / 0.25107 Ha
Energy above the lowest of the compared OMol25 structures with the same formula, charge and spin = 145.4 kJ/mol
⟨S²⟩ = 0.754
E_LUMO (spin up / spin down) = -7.94 / -14.64 eV
Total charge = +2

***

No. 4
C13H18I2IrN3 | the ωB97M-V functional and the def2-TZVPD basis

The geometry in XYZ format:
```
37
Properties=species:S:1:pos:R:3:forces:R:3:mulliken_spin:R:1
Ir -0.2548 -0.4356 0.5248 -0.2061 -0.2281 -0.0767 2.503
I -0.4536 -0.5624 3.3238 0.0513 0.0085 0.0602 0.246
C 0.8195 1.1491 3.4223 -0.0284 -0.0134 -0.0597 -0.019
I 1.1744 1.8377 1.4334 0.0525 0.0462 0.0780 0.223
H 1.7665 0.8647 3.8664 0.0213 -0.0282 0.0045 0.002
H 0.3187 1.9325 3.9804 -0.0397 0.0098 -0.0014 0.007
C 1.3197 1.1183 -2.8390 0.0295 0.0114 0.0694 -0.002
N 0.3472 0.0546 -2.8687 0.0247 0.0163 -0.0149 0.787
C -1.0364 0.3579 -3.1264 -0.0106 0.0055 -0.0289 -0.016
C 0.8186 -1.3111 -2.9693 0.0098 -0.0455 0.0599 -0.019
C 1.3240 -2.0075 -1.6938 -0.0211 0.1474 -0.0028 0.070
C 2.0658 -3.1291 -1.9660 0.1190 -0.0525 -0.0275 0.092
C 2.6763 -3.8800 -0.9449 -0.0047 0.0260 0.0588 0.203
C 2.5851 -3.4608 0.3859 0.0747 -0.1467 -0.0964 -0.025
C 1.8476 -2.3480 0.6746 -0.0915 0.1954 0.1187 0.005
C 1.1143 -1.6159 -0.3275 -0.0176 0.0515 -0.1087 0.543
H 1.5892 1.3660 -3.8770 -0.0139 -0.0177 -0.0191 0.057
H 2.2239 0.7888 -2.3287 -0.0070 -0.0106 0.0063 0.014
H 0.8954 2.0130 -2.3880 -0.0197 -0.0016 0.0050 0.009
H -1.1715 0.4531 -4.2155 0.0264 -0.0032 -0.0102 0.051
H -1.3126 1.3076 -2.6726 0.0204 0.0037 0.0072 0.011
H -1.6710 -0.4587 -2.7878 0.0147 -0.0057 0.0095 0.019
H 1.6800 -1.2725 -3.6427 -0.0343 -0.0331 -0.0809 0.026
H 0.0460 -1.9129 -3.4468 -0.0968 0.0162 0.0513 -0.002
H 2.2132 -3.4433 -2.9942 0.0086 -0.0118 0.0341 0.009
H 3.2489 -4.7613 -1.2052 0.0053 -0.0039 0.0047 0.000
H 3.0896 -4.0049 1.1729 0.0090 -0.0151 -0.0208 0.006
H 1.7814 -2.0360 1.7102 0.0078 0.0154 -0.0125 -0.008
N -3.2537 -0.5294 -0.2160 -0.0719 0.0157 0.0587 -0.009
C -4.4060 0.1518 -0.2178 -0.0098 -0.0445 -0.0119 0.042
C -4.1310 1.4476 0.1846 -0.0328 -0.0016 -0.0172 0.008
C -2.7702 1.4657 0.4346 0.1069 0.0586 -0.0062 0.004
N -2.2259 0.2550 0.1972 0.1348 0.0769 -0.0125 0.169
H -3.1315 -1.5194 -0.3639 -0.0038 -0.0246 -0.0131 -0.010
H -5.3348 -0.3238 -0.4955 0.0148 0.0138 0.0049 0.002
H -4.8327 2.2588 0.2845 0.0222 -0.0102 0.0033 0.001
H -2.1468 2.2812 0.7692 -0.0436 -0.0204 -0.0131 -0.001
```
Forces are in eV/Å.

## Properties
E_HOMO (spin up / spin down) = -18.3236 / -19.0435 eV
2S+1 = 6
HOMO-LUMO gap (spin up / spin down) = 0.30778 / 0.22886 Ha
Energy above the lowest of the compared OMol25 structures with the same formula, charge and spin = 0.0 kJ/mol
⟨S²⟩ = 8.788
E_LUMO (spin up / spin down) = -9.95 / -12.82 eV
Total charge = +3

***

No. 5
C3H10OSi2 | the ωB97M-V functional and the def2-TZVPD basis

The geometry in XYZ format:
```
16
Properties=species:S:1:pos:R:3:forces:R:3:nbo_charge:R:1
C -0.2352 -2.5179 -0.0885 -1.2516 0.3074 -1.1731 -0.435
C 0.3139 -1.8620 0.8990 0.8768 -1.8579 4.2552 -0.163
C 0.9530 -0.5237 0.7962 -0.8570 -0.1009 -3.4653 -0.906
O -1.9138 0.3379 0.0242 -0.1946 2.2271 2.1777 -1.095
Si 0.3444 2.6891 -1.2892 1.8484 -2.1285 2.9100 0.353
Si -0.4816 0.7816 0.6233 2.2700 1.2783 -2.0537 1.320
H -0.8105 -3.4296 -0.0826 0.3261 -0.2852 0.5530 0.212
H -0.3610 -1.9699 -1.0036 0.3091 0.0541 -0.7830 0.168
H 0.3288 -2.4195 1.9574 0.0002 1.3942 -2.2395 0.204
H 1.6481 -0.5781 -0.1047 -1.1820 0.3834 0.5741 0.248
H 1.6346 -0.1984 1.5066 0.8448 0.2552 2.0935 0.248
H -2.0761 -0.3218 -0.5589 -0.6610 -3.0280 -2.7271 0.498
H 0.8076 1.8692 -2.4659 -0.1085 0.4564 0.3122 -0.138
H 1.4927 3.5323 -0.6126 -0.9450 -0.7113 -0.9104 -0.133
H -0.7601 3.4994 -1.5496 -1.3228 1.0735 -0.5715 -0.162
H -0.8847 1.1114 1.9488 0.0471 0.6824 1.0479 -0.218
```
Forces are in eV/Å.

## Properties
E_HOMO = -8.4132 eV
2S+1 = 1
HOMO-LUMO gap = 0.33580 Ha
Energy above the lowest of the compared OMol25 structures with the same formula, charge and spin = 188.9 kJ/mol
E_LUMO = 0.72 eV

***

No. 6
CH2O2P | the ωB97M-V functional and the def2-TZVPD basis

The geometry in XYZ format:
```
6
Properties=species:S:1:pos:R:3:forces:R:3:nbo_charge:R:1
C -1.9594 -0.8952 0.5121 0.9385 0.5340 1.0876 0.465
O 0.1890 -0.4410 -1.4257 -1.2699 -1.1681 -2.8613 -1.234
O -1.1448 -0.4647 1.1922 -3.2459 -1.2569 -0.0034 -0.530
P 0.7038 -0.0581 -0.0987 4.8393 1.2464 1.3710 0.799
H 2.2123 0.7144 -0.3471 -1.5290 -0.4013 0.1005 -0.299
H -0.0008 1.1445 0.1673 0.2670 1.0460 0.3056 -0.201
```
Forces are in eV/Å.

## Properties
E_HOMO = -1.9777 eV
2S+1 = 1
HOMO-LUMO gap = 0.23344 Ha
Energy above the lowest of the compared OMol25 structures with the same formula, charge and spin = 272.1 kJ/mol
E_LUMO = 4.37 eV
Total charge = -1

***

Q: What is the formula in the fifth record?
A: C3H10OSi2